Entry 1:
This record from the OMol25 dataset describes a 2-piece molecular cluster, C2H9N2S2 overall at a distorted geometry. The level of theory is ωB97M-V/def2-TZVPD.

As for the frontier orbital gap: 8.77 eV. The calculation puts the energy above the lowest of the compared OMol25 structures with the same formula, charge and spin at 147.5 kJ/mol. The value obtained for the strongest force on any atom is 3.0 eV/A. As for the net charge: +1.

Atoms and positions in Å:
C: -0.57 -2.15 1.93
S: 0.63 -1.14 1.01
S: 0.29 -1.39 -1.07
H: -1.58 -1.75 1.76
H: -0.21 -2.03 2.95
H: -0.62 -3.23 1.67
H: -0.62 -2.39 -1.13
N: -0.86 1.44 -0.96
C: 0.21 2.22 -0.86
N: 1.45 1.73 -0.67
H: -0.42 0.37 -1.13
H: -1.64 1.87 -1.49
H: 0.14 3.39 -0.76
H: 2.21 2.23 -1.00
H: 1.60 0.84 -0.25

Entry 2:
This record from the OMol25 dataset describes C23H32BrIrO2S3Si2 as an isolated structure at a distorted geometry. The level of theory is ωB97M-V/def2-TZVPD.

As for the frontier orbital gap (alpha / beta): 7.11 / 7.14 eV. The calculation puts the energy above the lowest of the compared OMol25 structures with the same formula, charge and spin at 264.0 kJ/mol. The value obtained for the strongest force on any atom is 2.7 eV/A.

Atoms and positions in Å:
Ir: -0.16 -0.21 0.06
C: 2.03 2.97 4.33
C: 2.92 2.21 3.37
S: 2.13 1.04 2.20
C: 1.47 -0.24 3.30
C: 0.09 0.02 3.87
S: -1.19 0.52 2.66
C: -0.88 2.30 2.33
C: -0.72 3.21 3.54
S: 0.86 4.13 3.53
H: 2.67 3.60 4.95
H: 1.46 2.31 4.98
H: 3.66 1.64 3.94
H: 3.44 2.92 2.71
H: 2.19 -0.38 4.11
H: 1.44 -1.14 2.68
H: 0.10 0.77 4.65
H: -0.29 -0.91 4.30
H: -1.76 2.58 1.75
H: 0.00 2.36 1.68
H: -0.80 2.68 4.49
H: -1.48 3.99 3.52
C: -2.60 -2.33 -1.84
Si: -2.29 -0.62 -1.00
C: -3.94 -0.20 -0.07
C: -2.18 0.71 -2.42
C: -3.24 0.76 -3.32
C: -3.25 1.67 -4.36
C: -2.19 2.56 -4.51
C: -1.14 2.53 -3.61
C: -1.12 1.61 -2.57
Si: 0.44 1.69 -1.35
C: 1.98 1.68 -2.52
C: 0.39 3.54 -0.76
H: -3.48 -2.31 -2.48
H: -2.75 -3.11 -1.09
H: -1.75 -2.62 -2.45
H: -4.80 -0.38 -0.70
H: -3.96 0.85 0.22
H: -4.05 -0.79 0.83
H: -4.07 0.08 -3.20
H: -4.08 1.69 -5.05
H: -2.19 3.28 -5.32
H: -0.34 3.24 -3.72
H: 1.87 2.43 -3.30
H: 2.10 0.71 -3.00
H: 2.89 1.90 -1.97
H: 0.65 4.19 -1.58
H: 1.10 3.74 0.04
H: -0.60 3.83 -0.41
Br: 4.10 -5.83 -3.26
C: 2.86 -5.49 -1.85
C: 2.35 -6.55 -1.12
C: 1.43 -6.31 -0.12
C: 1.02 -5.01 0.15
C: 1.55 -3.95 -0.58
C: 2.47 -4.19 -1.60
C: 1.09 -2.57 -0.35
O: 1.08 -1.75 -1.30
O: 0.67 -2.21 0.79
H: 2.66 -7.56 -1.35
H: 1.03 -7.14 0.44
H: 0.27 -4.81 0.90
H: 2.84 -3.36 -2.19

Entry 3:
This record from the OMol25 dataset describes a 2-piece molecular cluster, C20H26F2N2O8 overall at a distorted geometry. The level of theory is ωB97M-V/def2-TZVPD.

As for the frontier orbital gap: 8.72 eV. The value obtained for the strongest force on any atom is 1.7 eV/A.

Atoms and positions in Å:
O: 2.87 -5.06 1.04
C: 2.72 -3.88 1.13
C: 3.67 -2.77 0.74
C: 4.65 -2.70 -0.22
C: 5.35 -1.50 -0.33
C: 5.08 -0.44 0.52
C: 4.09 -0.53 1.50
N: 3.84 0.60 2.37
C: 2.68 1.36 2.03
O: 2.62 2.53 2.14
F: 1.67 0.66 1.55
C: 3.96 0.31 3.74
O: 4.79 -0.38 4.20
F: 3.08 0.96 4.46
C: 3.38 -1.72 1.58
C: 2.23 -2.14 2.46
O: 1.92 -1.75 3.55
N: 1.64 -3.20 1.74
C: 0.57 -3.96 2.36
C: -0.81 -3.47 1.90
C: -1.00 -1.97 2.10
C: -2.30 -1.42 1.50
O: -2.74 -0.29 2.27
H: 4.84 -3.54 -0.87
H: 6.12 -1.38 -1.08
H: 5.62 0.49 0.46
H: 0.64 -3.97 3.45
H: 0.65 -5.00 2.04
H: -0.91 -3.71 0.84
H: -1.55 -4.02 2.46
H: -0.96 -1.76 3.17
H: -0.17 -1.43 1.64
H: -3.09 -2.15 1.45
H: -2.06 -1.03 0.51
H: -2.05 0.37 2.22
C: -2.68 3.11 -5.72
O: -3.13 2.96 -4.40
C: -3.78 1.72 -4.18
C: -3.70 1.31 -2.72
O: -2.43 0.78 -2.35
C: -1.36 1.70 -2.19
C: -1.46 2.56 -0.96
O: -2.37 3.63 -1.15
C: -2.88 4.13 0.06
H: -3.52 3.11 -6.43
H: -2.16 4.06 -5.79
H: -1.98 2.31 -5.99
H: -3.34 0.94 -4.80
H: -4.84 1.84 -4.45
H: -4.40 0.49 -2.58
H: -4.00 2.12 -2.06
H: -1.22 2.30 -3.09
H: -0.47 1.07 -2.08
H: -0.47 2.99 -0.73
H: -1.78 1.94 -0.11
H: -3.40 3.35 0.62
H: -3.59 4.92 -0.18
H: -2.08 4.55 0.68